(1)
Below is a molecular structure, C45H35N6O4S2Y, with properties calculated with ωB97M-V/def2-TZVPD.

## Properties
* lowest unoccupied orbital energy: 4.18 eV
* HOMO level: -1.619 eV
* orbital gap: 0.2129 hartree
* calculated total energy: -3200.1634 hartree
* charge: -2

The geometry in XYZ format:
```
93
Properties=species:S:1:pos:R:3:forces:R:3
Y -1.62833 0.82041 0.35863 -0.768 -0.805 0.704
O -5.76287 2.62784 1.64945 0.004 -0.055 0.011
C -4.61087 2.35272 1.34104 -0.014 -0.085 -0.043
N -4.15954 1.61985 0.28721 0.226 0.155 0.016
C -5.06609 1.34939 -0.70634 0.035 -0.065 0.098
O -6.02059 2.02317 -1.05525 0.008 -0.002 -0.039
C -4.75638 0.05897 -1.42294 0.098 0.018 0.102
C -5.42807 -0.28047 -2.53758 -0.031 -0.164 -0.044
C -5.29742 -1.61881 -3.23702 0.046 0.082 0.025
C -3.38740 -2.81061 -3.64064 -0.058 0.014 0.065
C -2.18630 -2.13091 -2.92101 0.134 -0.060 0.134
N -3.61147 -0.65321 -0.91022 0.238 0.188 -0.200
C -3.51600 2.80073 2.27641 0.017 0.078 -0.121
C -3.82775 3.00169 3.60813 0.082 0.141 0.060
C -2.83450 3.46401 4.45398 -0.020 -0.025 0.015
C -1.58381 3.73462 3.92965 0.022 0.012 -0.018
C -1.36147 3.49002 2.58460 0.028 -0.043 -0.038
N -2.29657 3.01114 1.76221 0.016 -0.297 0.251
H -6.17948 0.43169 -2.85681 0.022 0.010 -0.010
H -6.29157 -2.04260 -3.39493 0.009 -0.040 -0.026
H -3.24039 -3.82594 -3.99682 -0.028 0.002 -0.024
H -1.20505 -2.55253 -2.73356 -0.038 0.007 -0.055
H -4.82963 2.77521 3.94139 -0.005 0.037 -0.010
H -3.02892 3.59436 5.51239 0.002 0.008 -0.008
H -0.75864 4.06385 4.54415 0.007 -0.012 0.000
H -0.37882 3.64027 2.16777 0.034 -0.031 0.005
C -4.35909 -1.89016 -4.52023 0.031 0.093 0.031
C -3.73713 -0.69279 -5.12547 -0.119 -0.092 0.041
C -2.84717 -0.07135 -4.36950 0.210 0.099 0.223
C -2.43381 -0.66376 -3.07146 -0.118 -0.224 0.058
C -3.24075 -1.49345 -2.00382 0.030 0.318 -0.035
C -4.29969 -2.44788 -2.46837 -0.090 -0.105 -0.129
N -1.47626 0.12312 -2.28077 -0.418 0.304 -0.061
N -0.73614 0.80657 -2.98607 0.517 0.107 -0.092
C 0.18224 1.66662 -2.28824 -0.162 0.111 -0.185
C 1.24964 2.08833 -3.07849 0.108 -0.068 -0.136
C 2.18102 2.96243 -2.55107 -0.007 0.001 0.056
C 2.00768 3.41361 -1.24515 -0.054 -0.037 -0.029
C 0.92936 2.96752 -0.48881 0.070 0.009 0.004
C -0.04437 2.08022 -0.97264 0.388 0.076 -0.324
H -4.89831 -2.50025 -5.24397 -0.021 -0.021 0.017
H -4.05832 -0.30883 -6.08678 0.029 -0.008 0.006
H -2.35640 0.84664 -4.66103 0.006 -0.024 -0.004
H -3.72168 -1.09458 0.00365 0.017 -0.063 0.005
H -4.57678 -3.16341 -1.69517 0.073 -0.016 0.027
H 1.35331 1.69419 -4.08443 -0.037 0.055 0.010
H 3.03092 3.28222 -3.14259 0.006 0.003 0.007
H 2.72325 4.10501 -0.81199 0.012 -0.016 0.009
H 0.86959 3.30270 0.54167 0.009 0.014 -0.008
S -2.49165 -0.56392 2.59462 -0.216 -0.001 0.126
C -1.16212 -1.70352 2.82706 0.054 0.085 0.005
C -0.75912 -2.02273 4.12858 -0.014 -0.036 -0.023
C 0.26584 -2.92359 4.38332 -0.051 0.028 -0.074
C 0.92019 -3.53225 3.32005 -0.054 0.020 -0.037
C 0.54477 -3.21804 2.02065 -0.043 0.062 0.009
C -0.47720 -2.30344 1.74567 -0.026 0.049 0.055
S -0.89653 -1.92078 0.07249 0.324 0.218 0.165
H -1.26505 -1.52761 4.94991 -0.006 -0.016 -0.015
H 0.56584 -3.12998 5.40545 -0.009 0.005 -0.010
H 1.73269 -4.22829 3.49906 0.007 0.023 -0.022
H 1.05982 -3.66841 1.17943 0.029 0.005 0.007
C 6.73001 -0.22862 -2.08159 -0.039 -0.014 -0.023
C 5.27111 -0.56990 -1.90420 0.016 0.027 0.048
C 4.60282 -1.28705 -2.88908 -0.061 0.005 0.028
C 3.25005 -1.57225 -2.74569 0.050 0.014 -0.046
C 2.57699 -1.18983 -1.60202 -0.045 -0.131 0.007
C 3.24211 -0.49714 -0.58883 -0.050 -0.049 -0.009
N 2.52282 -0.11842 0.54798 -0.047 0.085 0.096
C 2.85323 -0.47094 1.85482 0.039 -0.052 -0.061
C 3.84576 -1.41565 2.12802 0.024 -0.055 0.000
C 4.17822 -1.73973 3.43434 -0.011 0.038 -0.022
C 3.53216 -1.12448 4.49655 -0.013 0.044 -0.074
C 2.54397 -0.18728 4.22333 0.051 -0.043 0.029
C 2.18484 0.14450 2.92586 0.146 0.013 0.012
C 1.11866 1.20587 2.73555 -0.086 -0.257 0.389
O 1.12158 2.14790 3.53510 -0.044 0.141 -0.181
O 0.28541 1.00222 1.79717 -0.468 0.105 -0.695
C 4.58825 -0.13881 -0.75897 0.055 0.102 -0.031
C 5.28219 0.77373 0.21767 -0.022 -0.056 0.025
H 7.12846 -0.70706 -2.97737 -0.001 0.005 0.004
H 7.32575 -0.55642 -1.22569 -0.010 0.006 -0.006
H 6.88503 0.84974 -2.17928 -0.016 -0.012 -0.002
H 5.14208 -1.61199 -3.77303 -0.008 0.010 0.006
H 2.72019 -2.11462 -3.52026 0.014 0.001 -0.003
H 1.53536 -1.45419 -1.44941 -0.015 0.036 0.040
H 1.53153 0.06328 0.43375 0.023 0.024 -0.067
H 4.32446 -1.92665 1.30081 0.036 0.036 0.012
H 4.93453 -2.49518 3.61777 0.017 0.007 -0.006
H 3.78749 -1.37348 5.51965 -0.022 -0.012 -0.005
H 2.02658 0.32339 5.02523 -0.005 0.000 0.000
H 4.57385 1.21552 0.91405 -0.038 -0.003 -0.016
H 5.78104 1.58434 -0.32028 0.013 -0.014 0.018
H 6.04284 0.25416 0.80856 -0.022 -0.028 0.005
```
Forces are in eV/Å.

---

(2)
Below is a single C23H30N4O3 molecule, with properties calculated with ωB97M-V/def2-TZVPD.

## Properties
* lowest unoccupied orbital energy: 0.18 eV
* HOMO level: -7.544 eV
* orbital gap: 0.2838 hartree
* calculated total energy: -1339.2214 hartree
* charge: 0

The geometry in XYZ format:
```
60
Properties=species:S:1:pos:R:3:forces:R:3
C 3.22370 0.07716 2.54023 0.055 -0.146 -0.270
C 3.13103 -0.65065 1.19897 0.217 0.446 0.171
N 2.08473 -1.65279 1.19679 0.041 -0.025 -0.111
C 0.86328 -1.45716 0.65216 0.162 0.074 -0.058
O -0.06588 -2.23757 0.79607 -0.294 -0.087 0.028
C 0.67355 -0.24354 -0.18939 0.416 -0.032 -0.657
C 1.30304 0.11356 -1.35646 -0.099 -0.168 0.303
C 0.63840 1.26330 -1.84635 -0.445 0.093 0.318
C 0.83217 2.08768 -2.98591 0.191 -0.281 0.149
O 1.67032 2.00278 -3.86044 0.013 -0.040 -0.016
N -0.13641 3.15775 -3.03650 -0.333 -0.015 0.399
C -0.05649 4.00307 -4.10311 0.051 0.587 -0.720
C -0.90029 5.04767 -4.26617 0.266 -0.255 -0.035
C -1.90600 5.27776 -3.29659 -0.053 -0.255 0.363
C -2.00081 4.44627 -2.22915 -0.119 0.455 -0.367
C -1.11301 3.34697 -2.06259 0.052 -0.250 0.218
N -1.25369 2.57320 -1.01680 -0.335 -0.012 0.365
C -0.39330 1.54914 -0.93396 0.527 0.285 -0.852
N -0.36109 0.63238 0.05802 0.095 0.140 -0.082
C -1.30636 0.57556 1.14162 -0.642 -0.174 0.240
C -2.54552 -0.22964 0.74790 -0.180 -0.033 0.298
C -3.57289 -0.25225 1.87212 0.185 0.112 -0.104
O -4.72513 -0.92030 1.41549 0.161 -0.021 -0.196
C -5.72545 -1.02187 2.39220 -0.029 0.022 0.078
C 2.36049 -2.88229 1.94268 -0.482 -0.274 -0.054
C 1.45781 -3.04839 3.16817 0.237 -0.019 0.163
C 1.86182 -4.29993 3.94130 -0.233 -0.027 -0.070
C 1.76416 -5.53210 3.04731 0.312 -0.003 0.115
C 2.64499 -5.36554 1.81304 -0.251 -0.027 -0.074
C 2.24565 -4.11293 1.03962 0.292 -0.043 0.079
H 4.00062 0.83551 2.49235 0.098 0.095 0.054
H 3.46360 -0.61173 3.34618 0.015 -0.051 0.132
H 2.27770 0.56324 2.76809 -0.097 0.060 0.042
H 2.93136 0.07654 0.41342 0.137 -0.158 0.112
H 4.08306 -1.14207 0.97557 -0.068 0.029 -0.064
H 2.12455 -0.38751 -1.82827 0.182 -0.148 -0.007
H 0.73752 3.75878 -4.79505 -0.048 -0.006 0.067
H -0.80525 5.69243 -5.12350 0.083 -0.003 -0.101
H -2.58495 6.10762 -3.41567 -0.095 0.063 0.043
H -2.74656 4.56960 -1.46147 -0.051 -0.008 0.071
H -1.58984 1.60443 1.38051 0.092 -0.101 0.062
H -0.82378 0.11614 2.00813 0.016 0.124 -0.048
H -2.24875 -1.25182 0.51069 0.003 0.069 -0.039
H -3.00164 0.21659 -0.13641 -0.002 0.045 -0.035
H -3.16084 -0.76892 2.75428 -0.033 0.053 -0.031
H -3.83143 0.77731 2.17401 0.015 -0.089 0.021
H -6.55833 -1.55010 1.93292 -0.046 0.010 0.087
H -5.37429 -1.58408 3.26731 -0.033 0.007 -0.019
H -6.06060 -0.03075 2.72592 -0.013 -0.041 -0.004
H 3.39800 -2.80596 2.28667 -0.046 0.043 -0.028
H 0.42453 -3.13969 2.83485 0.021 0.055 0.026
H 1.53561 -2.16670 3.80872 -0.032 0.060 -0.015
H 1.21297 -4.41816 4.81132 0.066 0.020 0.061
H 2.88846 -4.19313 4.30268 0.053 -0.022 0.084
H 0.72755 -5.66581 2.73274 -0.086 -0.062 0.001
H 2.06637 -6.42160 3.60405 -0.078 -0.045 -0.007
H 2.55073 -6.24008 1.16684 0.091 -0.020 -0.009
H 3.69154 -5.28864 2.12048 0.077 -0.056 0.005
H 1.21605 -4.20411 0.69510 0.014 0.021 -0.043
H 2.88879 -3.98435 0.16583 -0.017 0.029 -0.042
```
Forces are in eV/Å.

---

(3)
Below is a molecular structure, C6F18Li2N3O12S6, with properties calculated with ωB97M-V/def2-TZVPD.

## Properties
* lowest unoccupied orbital energy: -1.65 eV
* HOMO level: -5.940 eV
* orbital gap: 0.1578 hartree
* calculated total energy: -5497.4094 hartree
* charge: -1

The geometry in XYZ format:
```
47
Properties=species:S:1:pos:R:3:forces:R:3
Li -2.21434 5.13955 2.73906 -0.041 0.019 1.111
Li 4.77701 -0.04941 3.62262 -0.667 -0.836 -0.358
C 3.30727 -4.17584 0.36213 0.819 -0.024 -0.073
F 4.59546 -4.32914 -0.10716 -1.579 -0.385 1.061
F 2.83548 -3.13248 -0.29241 -0.256 -0.053 0.306
F 2.56463 -5.25780 0.13268 0.933 0.857 0.124
S 3.34549 -3.87863 2.33813 0.951 -0.954 1.937
O 2.47237 -4.95183 2.91978 2.178 3.226 -1.588
O 4.75746 -3.86385 2.77114 -1.915 0.096 -1.002
N 2.86816 -2.15049 2.59722 1.095 -3.651 -1.011
S 1.30597 -2.26816 2.43929 -4.246 2.758 2.319
O 0.74549 -3.23508 1.53086 0.872 0.419 -0.073
O 0.61090 -2.15565 3.74213 1.298 0.198 -2.105
C 0.96558 -0.49166 1.50459 -0.050 -1.946 0.648
F -0.06420 0.23532 1.99327 0.889 -0.345 -0.044
F 2.08289 0.25987 1.46771 0.028 0.550 0.519
F 0.69686 -0.80967 0.25871 -0.370 0.105 -0.635
C -3.60956 8.52895 5.54162 2.438 -2.649 -1.120
F -3.08312 9.30351 4.63952 2.033 1.294 -1.182
F -4.23477 9.28019 6.32528 -2.790 1.300 2.352
F -4.29624 7.66598 4.79422 -1.826 -0.391 0.463
S -2.37041 7.46443 6.56436 -0.047 -0.410 0.173
O -1.07511 8.02895 6.31463 -0.164 -0.067 -0.392
O -2.81070 7.42801 7.95724 -0.241 0.379 -2.554
N -2.54541 5.98098 5.59838 0.414 3.332 1.209
S -2.45155 4.80072 6.59926 2.013 -4.165 1.043
O -1.81542 3.65282 5.86368 -1.855 2.099 0.950
O -1.91173 5.07993 7.92546 -0.796 -0.692 -1.690
C -4.30053 4.33590 6.80351 2.287 -0.371 2.046
F -4.75760 4.31344 5.58436 -1.437 0.264 -0.793
F -4.42963 3.09419 7.33417 -0.160 1.119 -0.239
F -4.90618 5.24276 7.62462 0.184 -1.098 -1.392
C 1.57389 -1.88134 -10.07702 -0.394 -2.465 1.319
F 0.52042 -1.21552 -9.56924 1.077 0.534 -0.706
F 1.75300 -1.64439 -11.38051 -0.030 0.469 0.850
F 2.70079 -1.64559 -9.36970 -0.889 0.606 -0.822
S 1.11229 -3.73391 -9.84593 -0.245 0.390 0.533
O 0.01052 -3.91397 -10.73633 -0.394 0.226 -0.314
O 2.29784 -4.53505 -10.10111 -0.792 1.312 0.628
N 0.48240 -3.65827 -8.19523 0.620 1.984 -4.293
S 0.95145 -4.98745 -7.66145 2.838 -5.144 4.447
O 0.68454 -6.19909 -8.45695 -0.198 1.562 0.832
O 2.30005 -4.94817 -7.02907 -2.056 -0.090 -1.080
C -0.18616 -5.17956 -6.03143 2.082 1.484 -1.905
F -0.49940 -6.44691 -5.80878 0.232 0.288 0.554
F 0.54492 -4.61551 -5.00104 -1.513 -1.120 -0.745
F -1.30123 -4.48092 -6.22645 -0.332 -0.013 0.689
```
Forces are in eV/Å.

---

(4)
Below is a molecular structure, C31H25Cl2MnN4O2, with properties calculated with ωB97M-V/def2-TZVPD.

## Properties
* lowest unoccupied orbital energy (alpha / beta): -3.87 / -4.02 eV
* HOMO level (alpha / beta): -9.346 / -9.348 eV
* orbital gap (alpha / beta): 0.2013 / 0.1959 hartree
* calculated total energy: -3637.1476 hartree
* multiplicity: 6
* charge: +1

The geometry in XYZ format:
```
65
Properties=species:S:1:pos:R:3:forces:R:3
Mn -0.55933 2.04640 -0.19466 -0.045 -0.632 -0.085
C -3.91432 1.12385 -0.46739 0.000 -0.054 -0.011
C -3.80180 2.56634 -0.09775 0.019 0.155 0.023
C -4.94256 3.33865 0.11791 0.054 0.056 0.027
C -4.81493 4.66601 0.47165 0.009 -0.045 -0.010
C -3.54833 5.22075 0.59951 0.014 -0.234 -0.063
C -2.45200 4.40935 0.36317 -0.123 -0.093 0.002
N -2.58184 3.10733 0.02879 0.254 0.234 -0.013
C -1.05908 4.93685 0.45856 0.267 -0.089 -0.026
C -0.76697 6.26536 0.73001 0.155 -0.112 -0.020
C 0.56402 6.65045 0.78133 -0.008 -0.009 -0.004
C 1.57351 5.72878 0.55756 -0.180 -0.037 -0.002
C 1.22302 4.41243 0.28610 -0.293 0.039 0.022
N -0.07026 4.05052 0.25094 0.101 0.355 0.051
C 2.22420 3.34120 0.00395 0.078 -0.057 0.023
C 3.58066 3.61065 0.03711 -0.140 -0.223 -0.055
C 4.46240 2.57960 -0.26220 -0.054 -0.031 -0.004
C 3.96135 1.33701 -0.58109 -0.017 0.031 0.034
C 2.58134 1.11950 -0.59021 0.090 0.090 0.006
C 2.03737 -0.22591 -0.93159 -0.046 -0.082 0.004
N 1.73662 2.11614 -0.29354 -0.151 0.409 -0.010
H -4.95094 0.86332 -0.66600 0.008 -0.013 -0.017
H -3.54698 0.49803 0.34618 -0.011 -0.008 0.013
H -3.30983 0.88782 -1.34236 -0.011 -0.008 -0.006
H -5.91438 2.88146 0.00478 -0.033 0.014 0.004
H -5.69133 5.27445 0.64648 -0.026 0.001 0.000
H -3.44025 6.25681 0.87524 0.026 0.023 0.004
H -1.54565 6.99197 0.89277 -0.017 0.019 0.005
H 0.81569 7.68094 0.99018 0.007 0.020 0.006
H 2.60380 6.04130 0.58888 0.026 0.014 0.004
H 3.95966 4.58810 0.28271 0.001 0.050 0.013
H 5.52827 2.75728 -0.24897 0.038 -0.008 -0.001
H 4.61864 0.51581 -0.82628 0.030 -0.001 -0.001
H 2.84311 -0.88425 -1.24659 -0.019 0.003 -0.026
H 1.28916 -0.17493 -1.72320 -0.001 -0.003 0.016
H 1.55751 -0.67911 -0.06277 0.024 -0.015 0.028
Cl -2.27081 -6.54699 -0.24200 0.016 0.003 -0.006
C -0.84003 -6.33421 -1.20808 -0.043 -0.036 0.041
C -0.55148 -7.27299 -2.17734 0.074 0.014 -0.041
C 0.58940 -7.12552 -2.95241 -0.033 0.056 0.063
C 1.39623 -6.01540 -2.77344 -0.065 -0.038 0.024
C 1.06909 -5.06382 -1.82108 0.049 0.064 -0.038
Cl 2.04425 -3.62419 -1.76845 -0.054 -0.045 0.019
C -0.03501 -5.20989 -0.97308 0.049 -0.237 -0.124
N -0.39285 -4.30711 0.00722 -0.139 0.246 -0.023
C 0.44810 -3.67339 0.91076 -0.036 -0.007 0.161
C 1.64025 -4.27954 1.30924 -0.001 0.062 -0.061
C 2.46353 -3.67889 2.23999 -0.008 0.082 0.059
C 2.09176 -2.47626 2.82769 0.010 -0.038 -0.023
C 0.89343 -1.88991 2.45522 0.106 0.003 -0.071
C 0.06662 -2.45224 1.48680 0.063 -0.007 0.050
C -1.19906 -1.71319 1.11456 -0.111 -0.020 0.063
C -1.14241 -1.09258 -0.28138 -0.003 -0.057 -0.194
O -1.23726 -1.73342 -1.30259 -0.076 -0.067 0.148
O -0.97668 0.20828 -0.27779 0.087 0.362 0.219
H -1.21312 -8.11715 -2.30501 -0.002 -0.021 -0.016
H 0.83719 -7.86162 -3.70276 0.003 -0.023 -0.019
H 2.26976 -5.85520 -3.38813 0.018 -0.007 -0.022
H -1.38209 -4.15692 0.11464 0.030 0.072 -0.069
H 1.91182 -5.23311 0.87690 0.007 -0.030 -0.010
H 3.38510 -4.16589 2.52704 0.034 -0.010 0.018
H 2.71461 -2.01294 3.57913 0.033 0.010 0.033
H 0.58589 -0.96137 2.92242 -0.011 0.026 0.019
H -1.32343 -0.91274 1.84353 -0.104 -0.017 -0.039
H -2.09236 -2.34208 1.17920 0.082 -0.098 -0.092
```
Forces are in eV/Å.

---

Per-record energy above the lowest of the compared OMol25 structures with the same formula, charge and spin, kJ/mol: 490.6; 143.6; 840.5; 34.3